Entry 1:
A cluster of 11 separate species, C37H47BF10O32PS in total in a non-equilibrium geometry, computed with ωB97M-V/def2-TZVPD.

The LUMO energy is 0.942 eV. The calculation puts the HOMO energy at -3.035 eV. The net charge is -1. As for the HOMO-LUMO gap: 3.98 eV.

XYZ file:
```
129
Properties=species:S:1:pos:R:3:forces:R:3
O 1.53301 2.22193 -3.16434 0.3 0.4 0.1
C -3.62281 6.89365 -6.09944 -0.5 -0.1 -0.5
H -0.10364 -3.62071 3.86305 -0.4 0.4 -0.4
C 1.07489 3.47081 -3.65207 -0.8 0.2 -0.5
H 2.31631 5.06740 -4.43736 0.2 -0.1 0.2
P -4.28076 -6.43121 2.73413 2.6 -0.6 -1.0
C -2.73169 -1.91185 6.61824 0.2 -0.8 -0.2
H -0.27713 -8.31638 3.25396 0.1 0.2 0.6
F 2.16684 1.29713 1.21508 0.1 -0.1 -0.4
C -1.65049 -3.86214 1.43104 0.7 0.9 1.0
H -2.02940 -3.65830 0.40554 0.2 -0.4 0.4
F -3.10627 5.20712 0.37882 0.0 0.1 -0.1
O 6.44257 11.19637 -6.11429 -0.4 -0.1 -0.1
O 1.00963 4.28770 -0.97797 0.0 0.1 0.6
O 4.35503 10.73965 -6.80596 0.3 0.0 0.5
H -2.95022 -2.91940 6.26734 0.1 0.1 -0.3
C -0.59032 -2.78017 1.85255 0.5 -1.3 0.2
O 0.38061 0.40284 3.40009 0.0 0.9 -0.3
C 3.35186 -7.16159 0.21187 0.0 -0.5 -0.2
O 3.61193 -6.29378 1.22536 0.0 0.2 -0.5
H 2.29199 3.61003 -5.44343 -0.1 -0.1 0.1
C -1.51426 -12.00954 3.22604 0.5 0.0 -0.5
O -3.37056 -11.45563 4.42734 0.2 -0.6 -0.3
H -3.82327 6.48643 -7.08918 -0.1 -0.2 0.2
F 0.00626 3.25534 -4.46750 0.0 -0.2 0.2
C 2.32121 8.00983 -6.86784 -0.3 0.6 0.1
H 0.64438 -0.20065 -0.08057 0.2 0.0 0.2
H 1.40017 -4.86517 -0.62400 0.1 -0.2 -0.1
H -0.29760 -9.03614 4.90906 0.2 0.4 -0.4
C -3.93416 -1.22152 7.19274 0.1 0.1 0.5
H 5.66762 13.10978 -6.21694 -0.2 -0.1 0.0
H -1.44600 -2.40148 3.80666 0.7 -0.1 0.1
H -2.73716 4.19177 -1.31061 0.0 0.2 0.1
S -5.28808 -7.36499 1.33396 -0.8 -0.1 -0.3
H 1.04140 0.85125 -1.45052 0.1 -0.2 -0.1
C -0.00191 -8.14453 4.31536 0.3 0.5 0.3
H 0.01666 2.58586 5.07877 0.1 -0.2 0.0
H -2.53154 2.33978 0.25563 0.3 -0.1 -0.1
O -3.82153 -9.54636 3.30715 -0.1 -0.4 0.4
F 3.26902 12.49274 -5.89069 0.0 -0.1 0.1
C 1.75023 -5.59387 0.10572 -0.6 0.1 -0.3
H 1.00483 3.51515 3.93338 -0.1 0.0 -0.2
F -1.76978 8.35969 -6.17254 0.1 -0.1 0.0
H -4.75205 -6.70071 4.05255 0.0 0.5 -0.3
O -0.55832 2.42445 3.10213 0.2 -0.3 0.0
C 5.59481 12.21838 -5.58998 0.5 0.4 0.4
O 3.37204 -0.42319 0.35506 -0.1 0.2 -0.4
F 1.89166 0.94015 4.99639 0.0 -0.1 -0.1
O 1.33932 7.21110 -6.22670 0.4 -0.3 -0.1
C 1.32388 6.02525 -6.89289 -0.3 -0.4 -0.2
C 1.45111 0.15125 -0.73063 -0.7 0.1 -0.2
C -2.28241 4.40757 -0.34464 -0.5 0.2 0.3
H 3.26282 7.59653 -8.77449 0.0 -0.2 0.1
H 1.10299 -8.01950 4.40557 -0.7 -0.4 -0.2
O 3.35374 3.42118 -3.67850 -0.3 -0.3 0.2
H -4.39282 -5.02508 2.42598 -0.4 -0.4 0.8
C -3.06059 6.09061 -4.08726 -0.1 -0.3 0.5
O -2.46271 -4.99418 4.49636 -0.2 -1.5 0.5
H -1.82767 3.37592 1.50684 0.0 0.1 -0.2
C -1.92557 -6.21604 1.36681 -0.5 -1.8 0.2
O -1.04835 5.08456 -0.54191 0.1 -0.4 -0.3
C 1.31654 1.37256 3.83959 0.1 -0.4 0.8
C -2.63909 -12.59571 4.03090 0.0 0.2 0.6
H 5.87858 12.47957 -4.57185 0.1 -0.2 -0.1
O -0.99481 -5.12270 1.54783 -0.6 0.2 -0.5
C 2.87504 2.33992 -3.01904 0.5 -0.2 0.1
H -1.89977 -1.95673 7.32482 -0.1 0.1 0.1
H 3.58239 -4.42041 0.36592 0.0 0.1 0.1
H 0.31175 -1.90782 3.64358 -0.6 -0.3 0.0
O -1.43221 0.62794 2.07411 0.1 0.1 -0.1
O 1.96095 6.11770 -8.08585 -0.1 0.2 0.4
B -1.86566 -6.24248 4.00444 -0.2 0.1 -1.4
H -1.09624 -7.09636 5.90453 0.2 0.3 -0.5
O -3.97653 5.96153 -5.07929 0.3 0.2 0.1
O 0.82132 5.03313 -6.47529 -0.2 0.3 -0.3
C -2.89607 0.16684 5.80756 0.4 0.1 -0.4
H -2.79586 -5.87337 0.75323 0.6 -0.2 0.2
H -2.50235 -3.84377 2.15253 0.4 0.1 -0.5
O -3.11927 5.52466 -3.04810 -0.1 0.1 0.0
C 2.26259 3.98144 -4.41983 0.4 0.3 -0.2
H 3.97856 10.97046 -4.79419 -0.1 0.1 0.0
H 0.38977 -3.18322 1.49758 -0.6 0.4 -0.1
O 3.97150 -8.15607 0.00719 0.0 0.0 0.1
O 2.30539 -6.74755 -0.54065 0.5 0.1 0.3
C -1.87808 3.19129 0.43314 -0.4 -0.5 0.3
H -1.50678 6.37522 -6.33920 0.1 0.1 0.0
H -4.20076 7.81175 -5.97114 0.2 0.1 0.0
O -0.56004 2.94954 -0.07620 0.2 0.5 -0.3
H -1.15406 -12.68763 2.45283 -0.1 0.2 -0.1
C 2.60009 0.72358 0.04413 0.0 0.2 0.6
C 2.30031 7.49352 -8.27615 0.4 0.0 -0.7
O 3.54564 1.58849 -2.38276 0.1 0.2 -0.7
H -0.67055 -11.70583 3.85122 -0.1 -0.1 0.2
H -4.88111 -1.50289 6.72612 0.0 0.0 0.2
C -0.66894 -6.84339 4.89704 0.0 -0.4 0.1
C 4.24071 11.57490 -5.66604 -0.5 0.3 -0.3
F -4.01842 -1.40326 8.53733 -0.1 0.1 -0.1
C 5.66900 10.39663 -6.89046 0.5 -0.3 -0.4
O 2.05910 -0.96517 -1.38224 0.3 0.0 0.4
H -2.73494 -5.20969 5.39953 0.3 0.4 0.2
F 1.93787 9.30741 -6.80976 -0.1 -0.1 0.1
H -3.29011 -13.27119 3.46939 0.1 -0.1 0.2
H -1.40625 -6.99686 0.75521 0.0 0.7 0.3
H 1.53298 7.97701 -8.88495 0.0 0.1 0.2
H 0.90774 -5.89579 0.73006 0.1 0.2 0.1
O -3.66499 0.14681 6.93091 -0.2 -0.3 -0.3
H 0.77036 4.09636 -2.80533 0.1 -0.2 -0.7
C 0.46239 2.58195 4.08109 0.0 0.7 0.3
C -2.45725 -6.88574 2.68377 -1.0 2.8 1.0
C -3.17065 -10.51605 3.44776 -0.3 1.2 -0.4
H 3.28079 7.88888 -6.35913 0.0 0.1 0.0
C -0.61651 1.10269 2.79272 -0.5 -0.5 -0.1
H 3.21172 1.43636 -0.50786 -0.2 -0.1 0.6
C -0.45022 -2.67219 3.40765 -0.1 0.2 -0.8
O 6.08248 9.50567 -7.55439 -0.1 0.0 0.0
C 2.91733 -5.09504 0.90728 -0.2 0.1 0.5
C 3.14610 -1.30871 -0.65195 0.0 -0.5 -0.2
H -0.75662 -1.80649 1.35463 -0.2 -0.4 0.5
O -2.38806 -1.05419 5.53323 -0.3 0.4 0.3
H 0.11491 -6.07333 5.10371 -0.6 -0.4 -0.2
C -0.09937 4.12356 -0.56281 0.2 -0.2 0.4
F 2.51443 -4.50312 2.06235 0.2 0.0 0.0
H 2.07683 1.51063 3.08602 0.2 -0.1 0.2
O -2.69965 1.13048 5.14260 0.1 0.2 0.1
O 3.82046 -2.26329 -0.86646 0.0 0.0 0.1
O -2.11897 -10.85656 2.65230 -0.1 -0.4 0.3
F -2.17703 -13.23194 5.14540 -0.1 -0.1 0.0
C -2.15783 7.09987 -5.84398 0.3 0.5 0.1
O -2.06034 6.94107 -4.44063 -0.1 -0.4 -0.4
```
Forces are in eV/Å.

Entry 2:
A cluster of 2 separate species, C2H3ClFNO2 in total in a non-equilibrium geometry, computed with ωB97M-V/def2-TZVPD.

The LUMO energy is -0.745 eV. The calculation puts the energy above the lowest of the compared OMol25 structures with the same formula, charge and spin at 105.7 kcal per mole. The calculation puts the HOMO energy at -9.873 eV. As for the HOMO-LUMO gap: 9.13 eV.

XYZ file:
```
10
Properties=species:S:1:pos:R:3:forces:R:3
C 0.06301 -0.12559 -0.00384 -0.2 -1.2 -4.1
H 0.77167 0.34251 0.62585 0.3 0.3 0.8
H -0.82243 0.44702 -0.38973 1.2 -0.4 0.6
N 1.20564 -1.77824 -1.75518 0.9 1.8 -0.5
Cl 2.97174 0.22755 -1.29948 0.3 0.4 -0.6
H -0.17301 -1.22772 0.07375 0.5 1.5 0.3
O 1.96983 -2.35630 -0.99741 -1.3 -0.6 -0.9
F 0.90194 0.25212 -2.97045 1.3 -0.6 1.7
C 1.44340 -0.26657 -1.82075 -3.9 -0.3 2.0
O 0.22323 -2.13271 -2.37562 0.8 -0.9 0.7
```
Forces are in eV/Å.